Entry 1:
# C23H28N4O5

C23H28N4O5 in the gas phase (ωB97M-V with the def2-TZVPD basis set, the OMol25 dataset).

Cartesian coordinates (Å):
C: -5.099 -3.505 -2.027
C: -5.002 -2.111 -1.486
C: -5.017 -1.861 -0.123
C: -4.933 -0.572 0.382
C: -4.831 0.500 -0.492
O: -4.716 1.816 -0.122
C: -4.636 2.130 1.250
C: -3.460 1.504 2.008
O: -3.644 0.987 3.095
N: -2.236 1.571 1.446
C: -1.870 2.171 0.183
C: -1.345 1.067 -0.751
N: -0.227 0.372 -0.152
C: 1.073 0.750 -0.390
C: 1.391 1.892 -1.152
C: 2.696 2.189 -1.433
C: 3.752 1.391 -0.988
N: 5.030 1.677 -1.530
O: 5.210 2.784 -2.014
O: 5.880 0.799 -1.541
C: 3.476 0.276 -0.157
N: 4.476 -0.499 0.374
C: 5.571 0.084 1.126
C: 6.828 -0.763 0.925
O: 6.595 -2.096 1.326
C: 5.538 -2.651 0.587
C: 4.234 -1.864 0.783
C: 2.135 -0.018 0.094
C: -0.637 -0.237 1.096
C: -1.139 0.850 2.060
C: -4.822 0.263 -1.867
C: -4.908 -1.025 -2.351
H: -5.013 -4.239 -1.229
H: -6.057 -3.650 -2.525
H: -4.314 -3.688 -2.759
H: -5.095 -2.686 0.571
H: -4.948 -0.427 1.450
H: -5.550 1.831 1.779
H: -4.553 3.221 1.293
H: -2.718 2.677 -0.271
H: -1.071 2.900 0.369
H: -1.070 1.473 -1.722
H: -2.144 0.333 -0.909
H: 0.623 2.550 -1.523
H: 2.941 3.049 -2.039
H: 5.758 1.110 0.823
H: 5.307 0.079 2.197
H: 7.645 -0.392 1.546
H: 7.115 -0.724 -0.133
H: 5.419 -3.678 0.939
H: 5.790 -2.654 -0.484
H: 3.460 -2.308 0.155
H: 3.933 -1.922 1.841
H: 1.923 -0.879 0.704
H: 0.181 -0.778 1.562
H: -1.450 -0.940 0.888
H: -1.504 0.411 2.989
H: -0.324 1.549 2.280
H: -4.747 1.107 -2.535
H: -4.899 -1.193 -3.418

Atomic forces in eV per Å
C -0.046 0.032 -0.038
C 0.027 -0.078 0.118
C 0.011 -0.056 -0.250
C -0.009 0.377 0.157
C -0.031 -0.150 -0.157
O -0.070 -0.096 -0.205
C -0.188 0.013 0.243
C -0.127 0.145 -0.075
O -0.295 -0.058 0.219
N 0.270 -0.019 0.004
C 0.003 0.083 -0.477
C -0.156 0.366 -0.064
N -0.094 -0.162 -0.194
C 0.284 0.046 -0.193
C -0.163 -0.037 0.050
C 0.320 -0.082 0.020
C -1.280 -0.131 0.455
N 0.851 0.166 -0.442
O 0.103 0.102 -0.010
O 0.066 0.096 -0.074
C 0.005 0.303 -0.195
N 0.007 -0.300 0.015
C 0.371 -0.051 0.024
C -0.078 0.402 0.005
O 0.070 -0.075 0.160
C -0.396 -0.111 -0.030
C 0.258 -0.223 -0.030
C 0.057 -0.043 0.151
C 0.026 0.080 0.426
C 0.060 -0.446 0.219
C -0.014 0.157 0.162
C 0.015 0.058 0.138
H 0.007 -0.091 0.008
H -0.042 -0.101 -0.041
H 0.034 -0.090 -0.037
H -0.005 -0.091 0.061
H -0.002 0.050 0.144
H 0.208 0.014 -0.044
H -0.019 -0.135 0.022
H 0.104 0.003 0.052
H -0.056 -0.022 -0.046
H -0.017 -0.038 0.005
H 0.057 0.099 -0.022
H -0.083 0.048 -0.027
H -0.018 0.000 -0.016
H -0.027 -0.030 0.020
H 0.042 0.048 -0.058
H -0.032 0.029 -0.057
H 0.011 -0.012 0.123
H -0.035 0.043 -0.067
H -0.050 -0.034 0.067
H -0.002 0.001 0.047
H -0.064 -0.052 -0.044
H 0.014 -0.066 0.059
H -0.048 -0.027 -0.041
H 0.057 -0.001 0.062
H 0.111 0.083 -0.091
H -0.018 -0.040 0.012
H 0.010 0.111 -0.091
H 0.006 -0.007 -0.129

As for the SMILES: Cc1ccc(OCC(=O)N2CCN(c3ccc([N+](=O)[O-])c(N4CCOCC4)c3)CC2)cc1. For the HOMO energy, the calculation gives -8.15 eV. The largest force on an atom comes out at 1.36 eV Å⁻¹. For the energy relative to the best compared isomer or geometry (same formula, charge and spin), the calculation gives 6.076 eV.


Entry 2:
# C8H13IN

An isolated ion of composition C8H13IN and charge +1 (ωB97M-V with the def2-TZVPD basis set, the OMol25 dataset).

Cartesian coordinates (Å):
C: 0.006 0.859 -1.487
C: 0.197 2.315 -1.184
C: 0.094 2.813 0.027
C: -0.146 2.100 1.279
C: -0.374 0.762 1.462
C: -0.584 -0.089 0.256
I: -2.695 -0.124 -0.193
N: -0.014 -1.466 0.383
C: -0.520 -2.641 -0.502
C: 1.452 -1.278 0.476
H: -0.842 0.703 -2.304
H: 0.803 0.231 -1.757
H: 0.438 3.118 -1.880
H: 0.277 3.906 0.145
H: -0.464 2.770 2.027
H: -0.591 0.215 2.389
H: -0.297 -1.871 1.294
H: -0.448 -2.562 -1.548
H: -0.128 -3.457 -0.073
H: -1.621 -2.566 -0.438
H: 1.946 -0.645 -0.229
H: 1.584 -0.828 1.445
H: 1.927 -2.266 0.409

Atomic forces in eV per Å
C -3.292 -0.762 1.083
C 0.374 -0.534 -0.230
C 0.320 0.928 1.405
C -1.289 -1.864 -0.266
C 0.355 0.741 -1.265
C -0.350 2.076 -3.512
I -0.180 -0.132 0.454
N -0.360 -0.569 -0.979
C -2.719 4.036 -0.080
C 0.842 -1.533 0.814
H 1.492 0.094 2.120
H 1.485 -0.228 -0.522
H -0.019 -0.948 -0.845
H -0.321 -0.974 -0.040
H 0.524 0.469 1.503
H -0.058 0.880 0.040
H 0.086 0.748 -0.189
H 1.355 0.486 -1.241
H 1.337 -3.093 1.188
H 0.494 -0.520 0.695
H -0.511 0.425 -0.789
H 0.519 -0.002 0.362
H -0.080 0.274 0.294

As for the SMILES: C=C/C=C\C=C(\I)[NH+](C)C. For the HOMO energy, the calculation gives -12.35 eV. Its charge is +1. The largest force on an atom comes out at 4.87 eV Å⁻¹. For the energy relative to the best compared isomer or geometry (same formula, charge and spin), the calculation gives 2.641 eV.


Entry 3:
# C16H17N3O7S2

C16H17N3O7S2 in the gas phase (ωB97M-V with the def2-TZVPD basis set, the OMol25 dataset).

Cartesian coordinates (Å):
C: 2.760 0.857 3.999
O: 1.356 0.880 3.765
C: 0.955 0.367 2.549
N: 1.321 -1.003 2.300
C: 2.420 -1.417 1.602
O: 3.386 -0.718 1.418
C: 2.236 -2.811 1.012
C: 1.226 -2.637 -0.078
C: -0.130 -2.571 0.039
C: -0.773 -2.222 -1.169
C: 0.100 -2.023 -2.187
S: 1.729 -2.263 -1.693
C: -0.567 0.489 2.264
O: -1.564 0.060 2.762
N: -0.331 1.238 1.150
C: -1.051 1.474 -0.011
C: -2.518 1.150 0.107
O: -3.001 0.059 -0.028
O: -3.210 2.235 0.432
C: -0.453 1.899 -1.131
C: -1.238 2.141 -2.395
O: -2.469 1.439 -2.385
C: -2.512 0.300 -3.136
N: -3.649 -0.383 -2.885
O: -1.677 -0.003 -3.946
C: 1.023 2.139 -1.190
S: 1.973 0.910 -0.210
C: 1.108 1.331 1.322
H: 3.308 1.278 3.154
H: 2.915 1.459 4.891
H: 3.109 -0.163 4.173
H: 0.583 -1.672 2.466
H: 3.190 -3.152 0.612
H: 1.877 -3.509 1.770
H: -0.672 -2.775 0.947
H: -1.838 -2.110 -1.254
H: -0.111 -1.736 -3.198
H: -4.151 2.028 0.553
H: -0.656 1.820 -3.268
H: -1.478 3.206 -2.493
H: -4.120 -0.218 -2.011
H: -3.731 -1.295 -3.301
H: 1.393 2.029 -2.208
H: 1.287 3.133 -0.824
H: 1.419 2.332 1.638

Atomic forces in eV per Å
C 0.020 0.011 -0.002
O -0.323 0.014 -0.010
C 0.326 -0.057 -0.051
N -0.195 0.160 0.386
C -0.194 -0.503 0.311
O 0.396 0.073 0.011
C 0.149 0.268 -0.132
C 0.013 -0.203 -0.501
C 0.290 -0.141 -0.053
C -0.067 0.101 -0.158
C 0.419 -0.028 -0.069
S -0.509 -0.211 0.377
C 0.055 -0.129 0.366
O -0.139 -0.139 0.122
N -0.093 0.246 -0.082
C 0.039 0.091 -0.534
C -0.096 -0.366 0.025
O -0.018 -0.125 0.135
O -0.225 0.688 0.157
C -0.535 -0.163 0.207
C 0.375 0.139 -0.145
O -0.249 -0.011 -0.186
C -0.150 0.203 0.086
N -0.281 -0.101 0.076
O 0.337 -0.128 -0.273
C 0.188 -0.309 0.481
S -0.100 0.415 -0.146
C 0.558 0.260 -0.383
H 0.018 0.009 0.033
H 0.056 -0.035 -0.019
H 0.002 0.037 -0.027
H 0.090 0.066 -0.080
H -0.006 -0.011 0.166
H 0.019 -0.025 -0.007
H -0.062 -0.033 0.221
H -0.187 0.047 -0.068
H -0.112 0.054 -0.204
H 0.207 -0.246 -0.061
H -0.069 0.143 0.190
H -0.001 -0.138 -0.065
H 0.058 -0.014 0.027
H 0.068 0.097 0.003
H -0.006 0.062 -0.061
H 0.012 0.056 -0.147
H -0.076 -0.124 0.087

As for the SMILES: CO[C@@]1(NC(=O)Cc2cccs2)C(=O)N2C(C(=O)O)=C(COC(N)=O)CS[C@@H]21. For the HOMO energy, the calculation gives -8.55 eV. The largest force on an atom comes out at 0.74 eV Å⁻¹. For the energy relative to the best compared isomer or geometry (same formula, charge and spin), the calculation gives 0.000 eV.


Entry 4:
# C27H44BrNOP2Re

C27H44BrNOP2Re as an isolated structure (ωB97M-V with the def2-TZVPD basis set, the OMol25 dataset).

Cartesian coordinates (Å):
C: -2.584 -3.330 -0.044
C: -1.202 -3.396 -0.422
C: -0.783 -3.929 -1.644
C: -1.760 -4.471 -2.466
N: -3.050 -4.389 -2.139
C: -3.463 -3.894 -0.969
C: 0.038 -3.081 0.149
C: 1.315 -3.118 0.327
C: 1.823 -2.540 1.588
C: 1.845 -1.152 1.750
C: 0.885 -0.583 2.705
C: 0.356 -1.788 3.665
C: 1.133 -2.963 3.823
C: 1.849 -3.400 2.700
Re: -1.130 -0.784 2.988
P: -1.557 0.226 -0.157
H: 0.284 -3.952 -1.878
H: -2.934 -2.957 0.929
H: -1.430 -4.963 -3.368
H: -4.526 -3.948 -0.744
H: 2.425 -4.310 2.628
H: 2.721 -0.524 1.657
H: 1.018 -3.608 4.687
H: 1.382 0.253 3.292
C: -1.507 2.073 -0.480
C: -2.033 2.703 -1.771
H: -0.444 2.336 -0.368
H: -2.045 2.488 0.385
H: -2.111 3.787 -1.601
H: -1.350 2.572 -2.621
H: -3.031 2.357 -2.059
C: -1.246 -0.366 -1.917
C: -2.411 -0.850 -2.777
H: -0.522 -1.180 -1.792
H: -0.717 0.439 -2.445
H: -2.010 -1.399 -3.639
H: -3.057 -1.554 -2.244
H: -3.031 -0.035 -3.170
C: -3.394 -0.012 -0.028
C: -4.452 0.812 -0.741
H: -3.558 0.129 1.054
H: -3.533 -1.088 -0.200
H: -5.420 0.477 -0.338
H: -4.361 1.880 -0.518
H: -4.498 0.668 -1.827
Br: -3.727 -1.382 3.110
P: 2.127 0.693 -0.523
C: 1.988 1.639 -2.204
C: 3.035 2.710 -2.540
H: 0.975 2.096 -2.146
H: 1.942 0.880 -3.016
H: 2.759 3.212 -3.483
H: 3.093 3.480 -1.757
H: 4.029 2.258 -2.677
C: 2.907 1.982 0.596
C: 4.356 1.885 1.051
H: 2.237 1.839 1.459
H: 2.700 2.985 0.201
H: 4.547 2.666 1.800
H: 4.587 0.928 1.528
H: 5.055 2.046 0.224
C: 3.523 -0.533 -0.860
C: 4.556 -0.304 -1.961
H: 2.931 -1.446 -1.050
H: 4.019 -0.702 0.106
H: 5.200 -1.190 -2.033
H: 4.097 -0.154 -2.943
H: 5.209 0.546 -1.735
C: -1.456 3.483 3.333
C: -0.509 2.390 2.879
O: -1.413 1.164 3.047
H: -2.379 3.465 2.736
H: -0.977 4.452 3.233
H: -1.731 3.329 4.381
H: -0.224 2.446 1.828
H: 0.386 2.259 3.501
H: -1.765 1.244 3.954

Atomic forces in eV per Å
C 1.446 -0.606 -0.152
C -1.316 0.405 0.277
C 0.109 -0.318 -0.260
C -0.639 0.422 0.577
N 0.113 -0.644 -0.339
C 0.631 0.264 0.052
C 3.033 -0.489 0.267
C -2.116 2.209 2.749
C -1.398 -2.708 -3.398
C -1.553 2.872 3.335
C 4.030 -1.501 -0.206
C -0.574 1.936 -1.752
C 0.617 -0.634 -1.164
C 0.208 0.989 2.167
Re -4.508 -2.563 -0.365
P -2.309 0.852 -2.061
H -0.504 -0.210 -0.305
H 0.335 -0.240 -0.557
H -0.444 -0.052 -0.344
H 0.090 0.029 -0.208
H -0.387 -0.558 0.120
H 0.309 -0.280 -0.603
H -0.226 -0.101 0.054
H -0.747 -0.550 -0.974
C 0.738 -0.034 1.227
C -0.166 -0.067 -0.392
H -0.166 0.322 0.111
H 0.175 0.119 -0.130
H 0.052 -0.281 -0.006
H -0.192 -0.080 0.208
H 0.415 0.059 0.034
C 1.194 -0.527 0.386
C -0.319 -0.181 -0.039
H 0.007 0.005 -0.369
H -0.037 -0.083 0.293
H -0.003 0.207 0.161
H 0.046 0.163 -0.116
H 0.279 -0.197 0.182
C 0.248 -0.584 1.446
C -0.300 0.248 -0.325
H -0.127 -0.051 -0.512
H -0.126 0.322 0.074
H 0.244 0.147 -0.133
H -0.103 -0.250 -0.053
H 0.093 0.070 0.368
Br 3.312 0.312 0.325
P 4.243 2.200 -2.769
C -2.031 -0.504 -0.334
C 0.713 -0.101 0.800
H 0.561 -0.148 -0.239
H -0.058 0.205 0.672
H -0.155 -0.353 0.337
H 0.056 -0.145 -0.405
H -0.364 0.311 0.038
C -1.523 -0.299 0.732
C 0.401 -0.303 -0.138
H 0.199 0.600 0.386
H -0.262 -0.392 -0.064
H -0.160 -0.154 -0.224
H 0.092 0.089 -0.057
H -0.145 -0.094 0.159
C -1.236 -1.198 0.932
C 0.017 0.612 -0.347
H 0.492 -0.052 -0.199
H -0.032 0.086 -0.257
H -0.279 0.077 0.158
H 0.111 -0.034 0.168
H -0.181 -0.166 -0.063
C 0.105 -0.114 -0.194
C -0.471 0.744 0.307
O 1.284 0.119 0.525
H 0.340 0.116 0.058
H 0.005 0.192 0.074
H 0.122 0.209 0.015
H -0.314 -0.297 0.091
H -0.428 -0.052 0.020
H -0.566 0.684 0.169

For the HOMO energy (spin up / spin down), the calculation gives -19.83 / -19.86 eV. Its charge is +4. The largest force on an atom comes out at 5.52 eV Å⁻¹. For the energy relative to the best compared isomer or geometry (same formula, charge and spin), the calculation gives 9.041 eV. As for the expectation value of S²: 4.06. As for the spin multiplicity: 4.